Record 1
{
  "formula": "C2H13O4S",
  "method": "ωB97M-V with the def2-TZVPD basis set",
  "lumo_energy_ev": 3.4694,
  "total_charge": -1,
  "spin_multiplicity": 1,
  "total_energy_ev": -21311.5391,
  "species": ["C", "C", "S", "H", "H", "H", "H", "H", "H", "H", "O", "H", "H", "O", "H", "H", "O", "H", "H", "O"],
  "coordinates": [[-1.2976, -3.4491, -0.1317], [-1.1656, -1.9165, -0.1463], [0.2941, -1.1226, 0.7776], [-2.1498, -3.8964, 0.5256], [-0.3802, -3.7358, 0.3176], [-1.2317, -3.9755, -1.1014], [-2.1218, -1.4739, 0.2926], [-1.0411, -1.5477, -1.1980], [3.2958, -1.4629, -1.2743], [2.1188, -0.5162, -1.1269], [2.8481, -0.7257, -1.7399], [-2.0227, 1.7157, 0.9095], [-0.9962, 2.2333, 1.8837], [-1.9785, 2.0834, 1.8444], [1.3382, 2.2024, 1.3058], [0.3869, 1.0113, 0.7786], [0.5963, 2.0018, 0.6455], [0.1927, 2.9026, -0.9670], [0.5541, 2.8326, -2.4582], [0.0505, 3.3737, -1.8328]]
}


Record 2
{
  "formula": "C2H14N2O3",
  "method": "ωB97M-V with the def2-TZVPD basis set",
  "lumo_energy_ev": 0.6412,
  "spin_multiplicity": 1,
  "smiles": "NCCN.O.O.O",
  "total_energy_ev": -11422.4533,
  "species": ["N", "C", "C", "N", "H", "H", "H", "H", "H", "H", "H", "H", "H", "H", "O", "H", "H", "O", "H", "H", "O"],
  "coordinates": [[-0.7054, -1.1453, -1.4160], [0.2982, -0.1323, -0.9553], [0.4037, -0.5970, 0.5421], [1.1128, 0.1925, 1.5483], [-0.7795, -1.1841, -2.4433], [-0.2969, -2.0657, -1.3557], [1.4077, -0.3846, -1.2516], [0.0955, 0.8976, -1.1089], [0.9228, -1.6227, 0.5088], [-0.6359, -0.8639, 0.9455], [1.2190, -0.4390, 2.3416], [0.4151, 0.8728, 1.9097], [2.5721, 0.3597, -0.0129], [3.9928, 0.0615, 0.1788], [3.3667, 0.4015, -0.4773], [-2.2571, 3.0332, 0.5936], [-1.9930, 1.4158, 0.6875], [-1.6435, 2.2750, 0.9168], [-2.9315, 0.1908, -0.8293], [-1.8858, -0.8605, -0.3561], [-2.6778, -0.4050, 0.0338]]
}


Record 3
{
  "formula": "C2H14N2O3",
  "method": "ωB97M-V with the def2-TZVPD basis set",
  "lumo_energy_ev": 0.4635,
  "spin_multiplicity": 1,
  "smiles": "NCCN.O.O.O",
  "total_energy_ev": -11423.5524,
  "species": ["N", "C", "C", "N", "H", "H", "H", "H", "H", "H", "H", "H", "H", "H", "O", "H", "H", "O", "H", "H", "O"],
  "coordinates": [[-0.5763, 2.2073, -1.7410], [-1.4675, 1.1602, -1.2827], [-0.8027, 0.1143, -0.3979], [-0.3201, 0.7147, 0.8404], [-0.1917, 2.6939, -0.9362], [0.2375, 1.8220, -2.2095], [-2.2551, 1.6247, -0.6831], [-1.9684, 0.6995, -2.1363], [0.0601, -0.2392, -0.9771], [-1.4893, -0.7157, -0.2574], [0.6367, 0.4186, 0.9854], [-0.8291, 0.3925, 1.6589], [2.4915, -1.2747, -1.4123], [3.4036, -0.0215, -1.3405], [2.4918, -0.3159, -1.3019], [0.8567, -2.3552, -1.7174], [1.0199, -3.8487, -1.8335], [1.5302, -3.0332, -1.8677], [-2.0022, -0.7056, 5.0324], [-1.7106, 0.7694, 4.8932], [-1.3785, -0.0289, 5.3194]]
}


Record 4
{
  "formula": "C2H14N2O4",
  "method": "ωB97M-V with the def2-TZVPD basis set",
  "lumo_energy_ev": -5.4731,
  "spin_multiplicity": 1,
  "total_energy_ev": -13462.2776,
  "species": ["C", "N", "C", "N", "H", "H", "H", "H", "H", "H", "H", "H", "O", "H", "H", "O", "H", "H", "O", "H", "H", "O"],
  "coordinates": [[-0.0915, -1.6854, -0.1939], [1.3934, 0.5049, -1.2263], [1.8904, -0.5722, -0.3960], [0.9678, -1.0389, 0.5199], [0.2262, -2.5915, -0.4992], [-0.3801, -1.0477, -1.0535], [-1.0405, -1.7115, 0.3505], [1.2824, 1.2410, -0.4188], [2.0260, 0.7877, -1.9764], [2.6332, -0.1614, 0.2989], [0.6012, -0.2970, 1.1579], [-0.8898, 1.0919, 1.8817], [-0.9411, 0.1676, 1.8152], [-1.6959, -0.0119, 1.2740], [-3.7453, -0.2654, 0.3442], [-2.8029, -0.2953, 0.2046], [1.1418, 2.4203, 1.3924], [-2.1075, 0.8446, -0.8042], [1.2765, 1.4843, 1.0881], [-0.6429, 1.1629, -1.3514], [2.4836, -1.3963, -0.9261], [-1.5851, 1.3693, -1.4816]]
}


Record 5
{
  "formula": "C2H14N2Si3",
  "method": "ωB97M-V with the def2-TZVPD basis set",
  "lumo_energy_ev": -0.3597,
  "spin_multiplicity": 1,
  "smiles": "[SiH2]=N[SiH3].CN(C)[SiH3]",
  "total_energy_ev": -28911.5365,
  "species": ["C", "C", "N", "N", "Si", "Si", "Si", "H", "H", "H", "H", "H", "H", "H", "H", "H", "H", "H", "H", "H", "H"],
  "coordinates": [[2.7493, -0.0388, -0.0690], [1.7079, 1.0203, -1.9028], [1.7958, 0.9900, -0.4009], [-2.9773, -1.5291, 0.1377], [-4.0502, -2.0069, 1.3572], [-1.4278, -1.2450, -0.3142], [0.6196, 1.7224, 0.6167], [2.9523, 0.0128, 0.9553], [2.4070, -1.0095, -0.3194], [3.6836, 0.1717, -0.6688], [1.6508, -0.0901, -2.1995], [0.8017, 1.5900, -2.2215], [2.6715, 1.4197, -2.3477], [-3.7367, -3.1471, 2.1951], [-5.3380, -2.5730, 0.6051], [-4.0241, -1.0326, 2.4580], [-0.6850, 1.2068, 0.5552], [-1.0314, -0.5912, -1.5465], [-0.1617, -1.5729, 0.3751], [0.8326, 3.0125, 0.0124], [0.8704, 1.7380, 2.0966]]
}


Record 6
{
  "formula": "C2H14O4S",
  "method": "ωB97M-V with the def2-TZVPD basis set",
  "lumo_energy_ev": [-3.6075, -8.3812],
  "total_charge": 1,
  "spin_multiplicity": 2,
  "s2": 0.753,
  "total_energy_ev": -21317.5528,
  "species": ["C", "S", "C", "H", "H", "H", "H", "H", "H", "H", "H", "O", "H", "H", "O", "H", "H", "O", "H", "H", "O"],
  "coordinates": [[-0.1438, 2.1378, -1.0631], [-1.2127, 0.7679, -1.5780], [0.0995, -0.5247, -1.5492], [-0.7915, 3.0283, -1.0445], [0.7233, 2.2310, -1.7078], [0.2167, 2.0103, 0.0038], [-0.3216, -1.4226, -2.0083], [1.0474, -0.0456, -1.8227], [0.1750, -0.8556, -0.4397], [-1.7431, 0.1526, 2.1776], [-1.0565, -1.1326, 2.7957], [-0.9820, -0.4298, 2.1444], [1.9616, 1.4933, 1.9614], [0.9582, 0.5087, 1.3757], [1.8896, 0.7601, 1.3329], [-4.1641, -1.9518, -0.2193], [-3.0603, -0.9663, -0.2076], [-3.3745, -1.7303, 0.2936], [2.9790, -1.3853, 0.5463], [3.7411, -0.9982, -0.6073], [3.0588, -1.6473, -0.3840]]
}


Record 7
{
  "formula": "C2H14O4S2",
  "method": "ωB97M-V with the def2-TZVPD basis set",
  "lumo_energy_ev": 0.3208,
  "spin_multiplicity": 1,
  "smiles": "CSSC.O.O.O.O",
  "total_energy_ev": -32161.0376,
  "species": ["C", "S", "S", "C", "H", "H", "H", "H", "H", "H", "H", "H", "O", "H", "H", "O", "H", "H", "O", "H", "H", "O"],
  "coordinates": [[-1.4139, -3.3281, -0.6222], [0.2269, -2.5476, -0.1861], [-0.0078, -0.5645, -0.4478], [-0.1436, -0.3504, -2.2382], [-1.1211, -4.3602, -0.4502], [-2.1165, -3.0199, 0.1407], [-1.7198, -3.0581, -1.6200], [0.5470, 0.4211, -2.5802], [0.0617, -1.3523, -2.6073], [-1.1139, 0.0181, -2.5700], [-2.3189, 0.0075, 3.4540], [-1.5218, 1.2851, 3.5468], [-1.4684, 0.3473, 3.7548], [1.6329, 1.7770, 2.1070], [2.1178, 0.6895, 2.9392], [1.8691, 0.8568, 2.0260], [2.7994, 0.6643, -1.7070], [3.6499, 1.3962, -2.8457], [3.2354, 1.4786, -2.0131], [-0.7303, 2.9467, -0.0026], [-1.6426, 3.1862, 1.1441], [-0.8214, 3.5066, 0.7778]]
}


Record 8
{
  "formula": "C2H14O5",
  "method": "ωB97M-V with the def2-TZVPD basis set",
  "lumo_energy_ev": 0.0018,
  "spin_multiplicity": 1,
  "smiles": "CCO.O.O.O.O",
  "total_energy_ev": -12537.9227,
  "species": ["O", "H", "H", "O", "H", "H", "O", "H", "H", "O", "H", "H", "C", "C", "O", "H", "H", "H", "H", "H", "H"],
  "coordinates": [[1.2170, -5.2002, -3.3251], [1.3362, -5.3914, -4.2554], [0.9101, -4.2938, -3.3038], [-0.8233, -2.9141, 1.8419], [-1.7498, -2.9225, 1.6015], [-0.3757, -2.5883, 1.0610], [1.9369, 0.6522, -2.0823], [1.4064, 1.3790, -1.7560], [1.6291, 0.5135, -2.9780], [0.1276, -1.6833, -0.5343], [0.3430, -2.2116, -1.3029], [0.6006, -0.8619, -0.6675], [-0.7972, 1.9651, 1.4247], [-0.4620, 3.4238, 1.5526], [-0.5641, 3.8215, 2.9013], [-0.7001, 1.4872, 0.4499], [-1.7747, 1.6897, 1.8208], [-0.2178, 1.3580, 2.1201], [-1.1135, 4.1357, 1.0459], [0.5740, 3.6836, 1.3355], [-1.5027, 3.9577, 3.0500]]
}


Record 9
{
  "formula": "C2H15N2O4",
  "method": "ωB97M-V with the def2-TZVPD basis set",
  "lumo_energy_ev": -2.5558,
  "total_charge": 1,
  "spin_multiplicity": 1,
  "total_energy_ev": -13482.4859,
  "species": ["C", "N", "C", "N", "H", "H", "H", "H", "H", "H", "H", "H", "H", "O", "H", "H", "O", "H", "H", "O", "H", "H", "O"],
  "coordinates": [[-0.9607, 1.8929, -2.3288], [-1.1427, 1.0859, -1.1227], [-0.1517, 0.4237, -0.5824], [-0.2677, -0.0769, 0.6409], [-1.9484, 1.9942, -2.7832], [-0.4712, 1.2913, -3.0971], [-0.4711, 2.8470, -2.1744], [-2.0114, 1.1996, -0.6138], [0.8175, 0.3378, -1.0515], [-1.1960, -0.1697, 1.0335], [0.4387, -0.7741, 0.8660], [-3.8249, 0.4950, 1.1837], [-3.7453, -0.8007, 0.4204], [-3.2769, 0.0374, 0.5400], [1.0094, -2.8010, 3.0394], [1.9112, -1.6813, 3.5030], [1.3973, -1.9763, 2.7415], [2.8437, 0.6946, 0.5993], [3.3476, 1.6612, -0.5154], [2.6074, 1.1107, -0.2368], [1.3504, -2.7292, -0.5881], [2.0502, -2.1342, 0.6990], [1.6947, -1.9278, -0.1727]]
}


Record 10
{
  "formula": "C2H15NO4",
  "method": "ωB97M-V with the def2-TZVPD basis set",
  "lumo_energy_ev": [3.2731, 3.2399],
  "total_charge": -1,
  "spin_multiplicity": 2,
  "s2": 0.750,
  "total_energy_ev": -11996.7700,
  "species": ["C", "C", "N", "H", "H", "H", "H", "H", "H", "H", "H", "H", "O", "H", "H", "O", "H", "H", "O", "H", "H", "O"],
  "coordinates": [[-1.6580, 1.4420, -2.5973], [-0.4847, 0.5069, -2.3929], [0.5066, 0.9561, -1.4233], [-2.1215, 1.7414, -1.6430], [-2.5390, 1.0702, -3.1225], [-1.4070, 2.4419, -2.9839], [-0.0167, 0.2827, -3.3441], [-0.9335, -0.4159, -2.0117], [0.2892, 0.5109, -0.5459], [0.5119, 1.9472, -1.2651], [-3.4632, 0.9484, 0.5509], [-3.5110, -0.0365, -0.5654], [-3.0123, 0.1210, 0.2635], [1.1474, -0.0531, 1.8228], [1.9655, 0.4917, 2.9813], [1.8187, -0.3149, 2.4743], [3.2038, -1.4590, 1.5635], [3.9148, -2.8379, 1.4288], [3.8555, -1.9584, 1.0503], [-1.3247, -1.2706, 2.0358], [-1.4362, -0.2861, 0.9526], [-0.8127, -0.5320, 1.6790]]
}